(1)
Here is 3 unconnected molecules or ions with the total composition C26H32Br3N2O7PS in a non-equilibrium geometry from OMol25. Energies are from wB97M-V/def2-TZVPD.

Each line ends with the Löwdin charge.
CARTESIAN COORDINATES (ANGSTROEM)
C -5.532 0.341 2.014  -0.14
C -5.838 -0.463 0.676  -0.75
Br -7.775 -0.374 0.270  0.63
C -5.284 -1.956 0.715  -0.64
Br -6.442 -3.061 1.885  0.69
C -3.806 -1.890 1.232  -0.17
C -3.470 -2.062 2.635  -0.10
C -2.069 -2.006 3.120  -0.31
P -1.816 -2.283 4.964  0.61
O -2.031 -3.925 5.290  -0.37
Br -3.644 -1.290 5.908  0.23
C -0.960 -1.767 2.171  -0.05
C -1.298 -1.589 0.734  0.03
C -2.700 -1.653 0.273  -0.11
N -3.097 -1.530 -1.122  0.10
C -3.098 -0.345 -1.488  -0.70
S -2.635 0.981 -2.270  0.76
C -0.165 -1.361 -0.322  -0.26
O -0.363 -1.327 -1.518  0.07
C 1.317 -1.208 0.142  -0.07
C 2.396 -0.871 -0.797  0.02
C 3.785 -0.779 -0.322  0.01
C 4.108 -1.023 1.085  -0.26
N 5.438 -0.986 1.639  0.06
C 2.991 -1.316 1.992  0.04
C 1.600 -1.415 1.562  -0.06
C 0.509 -1.734 2.638  -0.29
O 0.903 -1.955 3.759  0.06
H -5.560 -0.328 2.917  0.06
H -4.494 0.769 1.895  0.09
H -6.218 1.218 2.146  0.07
H -5.298 0.102 -0.134  0.07
H -5.352 -2.426 -0.303  0.10
H -4.285 -2.273 3.361  0.02
H -2.084 -4.454 4.471  0.06
H 2.199 -0.677 -1.877  0.12
H 4.639 -0.535 -1.006  0.10
H 5.382 -1.362 2.595  0.08
H 5.699 -0.002 1.794  0.10
H 3.208 -1.507 3.069  0.12
C 10.407 -1.793 -1.722  -0.11
O 9.551 -2.922 -1.796  -0.19
C 8.676 -3.017 -0.676  -0.20
C 7.272 -2.560 -1.031  -0.21
O 7.233 -1.159 -1.292  -0.22
C 7.175 -0.869 -2.680  -0.11
H 10.903 -1.681 -2.686  0.09
H 9.850 -0.878 -1.507  0.08
H 11.169 -1.952 -0.952  0.09
H 9.067 -2.450 0.175  0.13
H 8.640 -4.072 -0.389  0.12
H 6.616 -2.741 -0.173  0.11
H 6.879 -3.127 -1.881  0.13
H 6.184 -1.120 -3.074  0.08
H 7.942 -1.410 -3.239  0.09
H 7.340 0.201 -2.810  0.09
C -4.187 5.464 -3.529  -0.11
O -5.150 6.243 -2.836  -0.19
C -6.369 5.539 -2.625  -0.20
C -6.480 5.042 -1.194  -0.20
O -5.523 4.022 -0.926  -0.20
C -4.415 4.499 -0.179  -0.11
H -3.232 5.988 -3.485  0.09
H -4.065 4.476 -3.077  0.08
H -4.479 5.356 -4.579  0.09
H -6.472 4.712 -3.335  0.13
H -7.182 6.247 -2.815  0.12
H -7.469 4.596 -1.053  0.12
H -6.379 5.869 -0.485  0.13
H -4.718 4.693 0.855  0.09
H -3.992 5.407 -0.617  0.09
H -3.648 3.724 -0.178  0.08

The calculation puts the gap between HOMO and LUMO at 7.214 eV. The LUMO energy comes out at -1.614 eV. The HOMO energy is -8.8275 eV. Its SMILES is C[C@H](Br)[C@H](Br)c1cc(P(O)Br)c2c(c1N=C=S)C(=O)c1ccc(N)cc1C2=O.COCCOC.COCCOC.

***

(2)
Here is a molecular structure, C39H35BeClN2Si2 in a non-equilibrium geometry from OMol25. Energies are from wB97M-V/def2-TZVPD.

Each line ends with the Löwdin charge.
CARTESIAN COORDINATES (ANGSTROEM)
C -1.927 -0.886 0.647  -0.15
C -2.207 -0.205 -0.611  -0.20
C -1.917 -1.138 -1.672  -0.08
H -2.712 0.756 -0.727  0.11
C -1.616 -2.398 -1.084  -0.10
C -1.626 -2.251 0.328  -0.11
H -1.499 -3.057 1.054  0.11
H -2.107 -0.460 1.629  0.11
H -2.091 -0.949 -2.726  0.09
H -1.501 -3.333 -1.625  0.10
Be -0.439 -0.123 -0.340  0.22
Si -0.773 -0.416 -6.324  0.78
C -0.082 1.161 -7.130  -0.27
C 1.245 1.299 -7.560  -0.11
H 2.004 0.552 -7.310  0.10
C 1.635 2.400 -8.330  -0.09
H 2.678 2.503 -8.630  0.10
C 0.705 3.359 -8.725  -0.10
H 1.005 4.198 -9.358  0.10
C -0.615 3.233 -8.294  -0.10
H -1.349 3.989 -8.563  0.10
C -1.004 2.142 -7.511  -0.12
H -2.044 2.047 -7.194  0.09
C -0.009 -1.610 -7.568  -0.27
C -0.514 -1.643 -8.881  -0.11
H -1.424 -1.096 -9.130  0.10
C 0.166 -2.321 -9.898  -0.10
H -0.248 -2.355 -10.906  0.10
C 1.375 -2.968 -9.626  -0.10
H 1.905 -3.500 -10.418  0.10
C 1.879 -2.952 -8.325  -0.08
H 2.794 -3.491 -8.080  0.10
C 1.191 -2.273 -7.312  -0.08
H 1.627 -2.261 -6.312  0.08
H -2.237 -0.464 -6.503  0.02
Si 2.481 0.961 -4.256  0.34
C 1.462 -0.684 -4.354  -0.32
C -0.042 -0.821 -4.576  -0.38
H -0.587 -0.061 -3.996  0.04
C -0.622 -2.168 -4.420  -0.22
H -1.713 -2.285 -4.443  0.10
C 0.149 -3.264 -4.153  -0.15
H -0.286 -4.263 -4.172  0.10
C 1.507 -3.096 -3.864  -0.17
H 2.101 -3.973 -3.620  0.07
C 2.118 -1.838 -3.955  -0.23
H 3.192 -1.804 -3.766  0.09
C 1.145 2.307 -4.230  -0.31
C 0.011 2.193 -3.408  -0.13
H -0.041 1.409 -2.647  0.07
C -1.068 3.069 -3.562  -0.09
H -1.981 2.894 -2.995  0.09
C -0.975 4.145 -4.448  -0.09
H -1.839 4.796 -4.614  0.10
C 0.226 4.359 -5.125  -0.10
H 0.322 5.210 -5.802  0.11
C 1.281 3.463 -5.001  -0.11
H 2.208 3.636 -5.552  0.10
H 3.710 1.274 -4.868  -0.05
Cl 3.190 0.920 -2.290  0.28
C -0.106 3.873 0.255  -0.02
C 1.077 3.888 1.004  -0.02
C 1.681 2.672 1.323  0.01
C 1.130 1.492 0.819  -0.17
N -0.040 1.477 0.095  0.09
C -0.665 2.654 -0.127  -0.07
C 1.774 0.192 0.882  -0.20
C 3.025 -0.036 1.458  0.00
C 3.638 -1.278 1.297  -0.03
C 2.933 -2.268 0.605  -0.03
C 1.668 -2.003 0.093  -0.04
N 1.090 -0.778 0.190  0.11
H -0.605 4.793 -0.044  0.12
H 1.530 4.826 1.326  0.12
H 2.591 2.610 1.925  0.12
H -1.622 2.609 -0.640  0.11
H 3.511 0.781 1.992  0.11
H 4.638 -1.454 1.692  0.12
H 3.369 -3.254 0.455  0.12
H 1.090 -2.771 -0.418  0.12

The calculation puts the gap between HOMO and LUMO (alpha / beta) at 2.638 / 2.643 eV. The LUMO energy (alpha / beta) comes out at -1.679 / -1.677 eV. The HOMO energy (alpha / beta) is -4.3164 / -4.3193 eV.

***

(3)
Here is a molecular structure, C4H6Br2I2O2S in a non-equilibrium geometry from OMol25. Energies are from wB97M-V/def2-TZVPD.

Each line ends with the natural charge from an NBO analysis.
CARTESIAN COORDINATES (ANGSTROEM)
C -2.720 -0.483 -0.574  -0.52
C 2.220 1.942 0.737  -0.51
C -1.380 -0.083 0.006  -0.49
C 1.443 -0.707 0.446  -0.63
O 0.453 -0.939 -1.883  -0.92
O -0.291 -2.520 -0.117  -0.93
S 0.104 -1.248 -0.554  2.14
Br -0.853 1.570 -0.823  0.05
Br 2.972 -1.549 -0.190  0.18
I -4.452 0.399 0.401  0.10
I 4.166 1.394 0.462  0.24
H -2.717 -0.113 -1.682  0.25
H -2.879 -1.458 -0.606  0.22
H 1.875 2.637 0.052  0.18
H 1.905 2.023 1.772  0.19
H -1.255 -0.052 1.053  0.23
H 1.410 -0.813 1.500  0.21

The calculation puts the gap between HOMO and LUMO (alpha / beta) at 7.177 / 8.442 eV. The LUMO energy (alpha / beta) comes out at -1.525 / -0.911 eV. The HOMO energy (alpha / beta) is -8.7025 / -9.3531 eV.

***

(4)
Here is a molecular structure, C12H9Cl3CoGeNO2S in a non-equilibrium geometry from OMol25. Energies are from wB97M-V/def2-TZVPD.

Each line ends with the Löwdin spin population.
CARTESIAN COORDINATES (ANGSTROEM)
Co -1.770 -1.689 0.560  2.26
S -2.005 -2.900 -1.442  -0.13
C -0.210 -2.986 -1.217  0.00
C 0.761 -3.280 -2.148  -0.01
C 2.060 -2.996 -1.719  0.00
C 2.319 -2.599 -0.437  0.00
C 1.277 -2.325 0.409  0.00
N 0.033 -2.545 0.037  0.04
H 0.485 -3.566 -3.134  0.00
H 2.858 -3.138 -2.427  0.00
H 3.339 -2.559 -0.065  0.00
H 1.429 -1.980 1.411  0.00
O -1.195 0.635 3.583  0.00
C -0.940 0.467 2.442  0.01
O -1.016 -0.732 1.892  0.08
C -0.297 1.579 1.599  0.00
C -0.606 2.927 1.896  0.00
C -0.034 3.961 1.217  0.00
C 0.829 3.744 0.187  0.00
C 1.068 2.434 -0.207  0.00
C 0.468 1.345 0.448  0.00
H -1.312 3.164 2.708  0.00
H -0.276 4.966 1.492  0.00
H 1.282 4.562 -0.308  0.00
H 1.683 2.212 -1.033  0.00
H 0.738 0.335 0.131  0.00
Cl -3.118 1.544 0.030  -0.08
Ge -2.510 -0.207 -1.175  -0.13
Cl -4.366 -0.708 -2.169  -0.01
Cl -0.972 0.335 -2.560  -0.03

The calculation puts the gap between HOMO and LUMO (alpha / beta) at 6.834 / 8.078 eV. The LUMO energy (alpha / beta) comes out at -2.317 / -1.080 eV. The HOMO energy (alpha / beta) is -9.1517 / -9.1573 eV. The spin multiplicity is 3.